--- one ---
Entry from the OMol25 dataset: a cluster of 2 separate species, C5H10OS in total (wB97M-V/def2-TZVPD).

Summary:
E_HOMO (spin up / spin down)   -7.2946 / -7.4085 eV
Frontier orbital gap (spin up / spin down)   7.272 / 7.568 eV

Each line ends with the Löwdin charge.
Positions of all 17 atoms, in Å:
C: 2.169 0.290 -0.940  -0.018
C: 1.156 0.351 -0.068  -0.252
C: 1.089 -0.239 1.290  -0.112
C: -2.770 1.272 -0.468  -0.447
C: -1.535 -1.068 -0.547  -0.569
O: -1.383 -2.347 -0.095  -0.098
S: -2.273 0.021 0.434  0.935
H: 2.208 0.916 -1.896  0.075
H: 3.180 0.131 -0.630  0.036
H: 1.444 -1.246 1.236  0.077
H: 1.845 0.206 1.915  0.073
H: 0.172 -0.135 1.810  0.032
H: -2.825 2.222 0.061  -0.008
H: -3.011 1.141 -1.525  0.011
H: 0.236 0.676 -0.469  0.034
H: -1.499 -0.834 -1.615  0.097
H: -2.098 -2.495 0.627  0.132

---

--- two ---
Entry from the OMol25 dataset: an isolated molecule of C5H10OS (wB97M-V/def2-TZVPD).

Summary:
E_HOMO   -8.2801 eV
Frontier orbital gap   9.034 eV

Each line ends with the Löwdin charge.
Positions of all 17 atoms, in Å:
C: -0.465 0.907 1.579  -0.258
C: 1.786 -0.291 -0.101  -0.134
C: 1.393 -1.676 0.266  -0.108
C: 0.457 -0.822 -0.456  -0.420
C: -1.400 1.330 -1.001  -0.195
O: -2.310 -1.083 -0.150  -0.555
S: -0.912 0.088 0.228  0.955
H: 0.045 0.257 2.145  -0.038
H: -1.128 1.601 1.982  0.006
H: 1.917 0.493 0.563  0.082
H: 2.442 -0.291 -0.928  0.096
H: 1.640 -2.603 -0.184  0.104
H: 1.299 -1.712 1.408  0.141
H: 0.061 -1.083 -1.459  0.140
H: -1.524 0.929 -2.015  0.071
H: -2.413 1.721 -0.808  0.077
H: -0.889 2.235 -1.068  0.034

---

--- three ---
Entry from the OMol25 dataset: an isolated molecule of C5H10OS (wB97M-V/def2-TZVPD).

Summary:
E_HOMO   -8.9765 eV
Frontier orbital gap   9.857 eV

Each line ends with the Löwdin charge.
Positions of all 17 atoms, in Å:
C: 2.169 0.405 0.636  -0.365
C: -0.510 -0.320 -0.157  -0.819
C: -1.417 -1.539 -0.140  -0.089
C: -0.906 -0.887 1.133  -0.142
C: -0.828 2.058 0.063  -0.126
H: 2.185 -0.022 1.691  0.062
H: 2.003 1.437 0.570  -0.015
H: 3.228 0.321 0.250  0.040
H: -0.972 -2.492 -0.575  0.123
H: -2.417 -1.240 -0.428  0.103
H: -1.684 -0.381 1.681  0.105
H: -0.228 -1.490 1.794  0.122
H: -1.642 2.723 -0.231  0.087
H: 0.081 2.404 -0.462  0.080
H: -0.672 2.074 1.205  0.119
O: -1.230 0.859 -0.538  -0.179
S: 1.182 -0.532 -0.650  0.897

---

Which one sits at the top of the stability order? three does.

---

--- one ---
Entry from the OMol25 dataset: a cluster of 3 separate species, C5H10OS in total (wB97M-V/def2-TZVPD).

Summary:
E_HOMO   -7.5185 eV
Frontier orbital gap   3.428 eV

Each line ends with the Löwdin charge.
Positions of all 17 atoms, in Å:
O: -2.660 -1.032 -1.363  -0.039
C: -1.432 -0.774 -1.710  0.082
C: -0.234 1.429 -0.588  -0.135
C: -0.227 1.103 0.912  -0.280
C: -1.128 0.343 1.579  -0.020
S: 2.836 0.081 0.608  0.457
C: 1.792 -1.245 -0.160  -0.609
H: -0.586 -1.222 -0.989  0.091
H: -1.254 1.154 -0.942  0.052
H: 0.627 0.958 -0.970  0.008
H: -0.044 2.523 -0.716  0.099
H: 0.492 1.634 1.587  0.084
H: -0.807 -0.343 2.441  0.088
H: -2.102 0.032 1.095  0.062
H: 2.424 -2.044 -0.629  0.038
H: 1.246 -1.776 0.743  0.056
H: 1.059 -0.821 -0.896  -0.033

---

--- two ---
Entry from the OMol25 dataset: a cluster of 2 separate species, C5H10OS in total (wB97M-V/def2-TZVPD).

Summary:
E_HOMO   -8.1178 eV
Frontier orbital gap   8.889 eV

Each line ends with the Löwdin charge.
Positions of all 17 atoms, in Å:
C: -1.303 2.245 1.160  -0.010
C: 1.816 -1.368 -0.262  -0.326
C: -0.150 2.360 0.545  -0.218
C: 0.861 2.166 -0.154  -0.053
C: -0.657 -2.196 -1.255  -0.268
O: -0.686 -1.025 0.974  -0.397
S: 0.254 -0.845 -0.506  0.900
H: -2.083 3.038 1.304  0.081
H: -1.312 1.586 2.004  0.041
H: 1.890 -2.287 0.294  0.008
H: 2.414 -0.576 -0.114  -0.073
H: -1.096 -0.124 1.275  0.039
H: 1.817 2.725 0.137  0.110
H: 0.846 1.675 -1.090  0.036
H: -0.792 -2.976 -0.566  0.035
H: -1.584 -1.815 -1.539  0.020
H: -0.235 -2.582 -2.207  0.075

---

Which one sits at the top of the stability order? two does.

---

--- one ---
Entry from the OMol25 dataset: a cluster of 2 separate species, C4H12N2O2 in total (wB97M-V/def2-TZVPD).

Summary:
E_HOMO (spin up / spin down)   -14.5159 / -14.5108 eV
Spin multiplicity   2
Charge   +1
Frontier orbital gap (spin up / spin down)   9.535 / 5.463 eV

Each line ends with the Löwdin charge.
Positions of all 20 atoms, in Å:
O: -1.108 0.611 2.553  0.325
C: -0.771 0.566 1.302  -0.230
N: -0.368 1.636 0.441  0.149
C: 0.244 1.297 -0.781  -0.406
N: 1.518 0.874 -0.727  0.021
C: -0.775 -0.810 0.646  -0.084
C: -2.141 -0.845 -0.281  -0.007
H: 0.192 2.329 0.929  0.170
H: 0.033 2.063 -1.567  0.167
H: -0.336 0.471 -1.196  0.100
H: 1.847 0.476 -1.661  0.151
H: 2.129 1.761 -0.736  0.145
H: 0.238 -1.024 0.123  0.118
H: -0.869 -1.629 1.435  0.153
H: -2.861 -0.352 0.325  0.071
H: -2.475 -1.915 -0.294  0.105
H: -2.088 -0.610 -1.324  0.072
H: 2.674 -0.998 0.744  0.029
H: 2.088 -1.992 -0.310  0.050
O: 2.831 -1.909 0.380  -0.101

---

--- two ---
Entry from the OMol25 dataset: a cluster of 2 separate species, C4H12N2O2 in total (wB97M-V/def2-TZVPD).

Summary:
E_HOMO (spin up / spin down)   -13.8352 / -13.8352 eV
Spin multiplicity   2
Charge   +1
Frontier orbital gap (spin up / spin down)   10.388 / 4.828 eV

Each line ends with the Löwdin charge.
Positions of all 20 atoms, in Å:
N: 1.138 -2.577 0.391  0.277
C: -0.167 -1.980 0.832  -0.033
C: -0.841 -1.694 -0.542  -0.444
N: -1.736 -0.721 -0.699  0.112
C: -2.067 0.308 0.301  -0.197
C: -1.167 1.520 0.121  -0.074
O: -0.627 -2.488 -1.457  0.107
H: 1.598 -1.793 -0.074  0.146
H: 0.971 -3.340 -0.277  0.143
H: 0.252 -1.034 1.250  0.144
H: -0.600 -2.732 1.482  0.146
H: -1.967 -0.445 -1.647  0.176
H: -3.108 0.611 0.191  0.130
H: -1.977 -0.111 1.301  0.115
H: -0.270 1.703 0.743  0.088
H: -0.700 1.539 -0.871  0.082
H: -1.822 2.387 0.135  0.080
H: 5.072 3.430 -0.616  0.036
H: 3.896 4.114 -0.052  0.031
O: 4.124 3.302 -0.512  -0.067

---

Which one sits at the top of the stability order? two does.

---

--- one ---
Entry from the OMol25 dataset: an isolated molecule of C7H12O (wB97M-V/def2-TZVPD).

Summary:
E_HOMO   -9.3082 eV
Frontier orbital gap   10.236 eV

Each line ends with the Löwdin charge.
Positions of all 20 atoms, in Å:
C: -0.634 -1.774 1.173  -0.238
O: -1.204 -2.835 0.326  -0.093
C: 0.578 -1.097 0.658  -0.173
C: 0.571 -0.533 -0.833  -0.142
C: 0.578 0.971 -0.739  -0.373
C: 1.663 1.706 -0.511  0.053
C: -1.305 2.180 0.179  0.014
C: -0.786 1.573 -0.889  -0.135
H: -1.532 -1.170 1.248  0.115
H: -0.414 -2.276 2.106  0.109
H: -0.576 -3.143 -0.320  0.060
H: 0.830 -0.194 1.230  0.109
H: 1.457 -1.751 0.783  0.116
H: 1.374 -0.943 -1.440  0.107
H: -0.362 -0.934 -1.256  0.107
H: 2.559 1.084 -0.457  0.074
H: 1.642 2.769 -0.657  0.065
H: -2.320 2.587 0.102  0.054
H: -0.945 2.220 1.197  0.064
H: -1.171 1.558 -1.900  0.108

---

--- two ---
Entry from the OMol25 dataset: an isolated molecule of C7H12O (wB97M-V/def2-TZVPD).

Summary:
E_HOMO   -8.7247 eV
Frontier orbital gap   9.624 eV

Each line ends with the Löwdin charge.
Positions of all 20 atoms, in Å:
C: -0.448 0.473 0.538  -0.383
C: -1.211 1.138 -0.612  -0.074
C: -1.388 -0.376 1.397  -0.079
C: 2.098 0.678 -0.022  -0.069
C: -0.302 -1.862 -1.335  -0.199
C: 0.791 -1.202 -1.058  -0.074
C: 0.918 -0.295 0.132  -0.330
O: -1.269 -2.441 -1.665  0.157
H: -0.106 1.286 1.193  0.124
H: 1.683 -1.461 -1.619  0.117
H: 1.144 -0.930 0.998  0.123
H: -1.765 0.413 -1.216  0.073
H: -1.897 -1.151 0.818  0.072
H: -0.543 1.700 -1.271  0.079
H: -1.955 1.839 -0.215  0.080
H: -2.165 0.254 1.847  0.080
H: -0.844 -0.856 2.218  0.078
H: 1.778 1.709 -0.201  0.074
H: 2.787 0.399 -0.826  0.071
H: 2.695 0.685 0.898  0.078

---

--- three ---
Entry from the OMol25 dataset: a cluster of 2 separate species, C7H12O in total (wB97M-V/def2-TZVPD).

Summary:
E_HOMO   -8.7974 eV
Frontier orbital gap   9.511 eV

Each line ends with the Löwdin charge.
Positions of all 20 atoms, in Å:
C: -0.380 0.953 2.465  -0.046
C: -0.886 1.167 1.007  -0.391
C: -1.568 2.289 0.846  0.021
C: 0.933 0.715 -0.687  -0.098
C: -0.275 0.526 -0.127  -0.107
C: 0.812 -0.858 -2.646  -0.026
C: 1.451 -0.246 -1.662  -0.226
H: -0.997 0.046 2.779  0.094
H: 0.703 0.769 2.261  0.083
H: -0.519 1.805 3.128  0.067
H: -1.842 2.826 -0.105  0.084
H: -2.061 2.811 1.594  0.028
H: 1.569 1.538 -0.468  0.100
H: -0.969 -0.401 -0.286  0.156
H: 1.389 -1.524 -3.296  0.054
H: -0.301 -0.794 -2.690  0.075
H: 2.587 -0.574 -1.622  0.131
H: 0.326 -3.056 1.070  -0.022
H: 0.264 -4.296 0.208  0.112
O: -0.085 -3.304 0.281  -0.090

---

Which one sits at the top of the stability order? two does.